1.
C6H11NO | ωB97M-V/def2-TZVPD

XYZ file:
```
19
Properties=species:S:1:pos:R:3:forces:R:3
O 2.113258 -1.430184 -0.363218 -0.343 -2.719 3.291
N 0.252690 1.724027 -0.363155 0.566 -1.076 -2.502
C -2.943469 -0.513929 -0.328256 -0.107 3.738 -0.750
C 1.531215 1.024421 -0.036348 1.381 1.542 0.990
C -1.576250 -0.230505 0.429378 -1.098 -0.875 2.518
C -0.541280 0.864658 0.449975 -1.167 -2.209 0.298
C -0.176019 -0.704109 -0.096813 -0.910 1.759 3.324
C 1.306681 -0.490380 0.370023 -1.408 -0.382 -2.874
H -3.041473 0.087176 -1.401328 0.453 -2.114 2.528
H -2.995724 -1.598090 -0.337969 -0.474 0.051 -0.541
H -0.046999 0.948652 1.437023 -1.091 -0.095 -0.178
H -3.842220 -0.023820 0.302971 2.158 -1.326 -1.259
H 1.971131 -2.303539 0.270823 0.774 3.082 -2.854
H -1.889945 -0.602883 1.520885 1.250 1.153 -2.054
H 0.190515 1.495041 -1.419290 -0.729 0.706 2.240
H 1.570966 -0.479114 1.402512 -0.415 -0.732 0.934
H -0.270620 -0.572439 -1.129122 0.472 -0.040 -1.725
H 1.900131 1.464658 0.957186 -0.034 -0.089 -1.749
H 2.174078 1.256692 -0.883617 0.724 -0.374 0.363
```
Positions in Å, forces in eV/Å.

**ΔE to the lowest compared entry with this formula, charge and spin**: 6.426 eV
**SMILES string**: C[C@@H]1[C@@H]2NC[C@H](O)[C@@H]12
**Energy**: -9932.028 eV
**HOMO**: -7.79 eV
**Gap between HOMO and LUMO**: 8.6 eV
**Total charge**: 0

=====

2.
H12O6 | ωB97M-V/def2-TZVPD

XYZ file:
```
18
Properties=species:S:1:pos:R:3:forces:R:3
O -0.986212 -2.424728 2.018066 -0.150 0.107 0.131
O 2.770206 2.116864 -1.600983 -0.044 0.118 -0.213
O -0.489323 1.796006 -3.907675 0.184 0.023 0.107
O -0.607226 -0.047342 0.251023 -0.025 0.064 -0.071
O 0.413308 -3.270855 -1.004070 0.018 0.129 -0.100
O -0.954990 1.710873 3.771403 -0.139 -0.221 0.010
H 0.942839 -2.791635 -1.651323 -0.041 -0.067 0.059
H -1.308761 -0.690047 0.405199 0.094 -0.010 0.156
H 1.971805 2.587484 -1.865672 0.021 -0.040 0.170
H -0.464996 -2.120364 2.769522 0.051 -0.059 -0.041
H 0.057269 -0.261573 0.915508 -0.046 -0.017 -0.104
H -1.603033 1.395763 4.411508 0.079 0.095 -0.006
H -0.118310 -2.586094 -0.582792 0.065 -0.042 0.081
H 3.477228 2.569947 -2.074085 0.002 -0.070 0.079
H 0.331132 2.300420 -3.870103 -0.110 -0.063 -0.102
H -1.284462 1.387238 2.925412 0.062 0.098 -0.080
H -1.815530 -2.718658 2.411547 0.045 -0.062 -0.078
H -0.330943 1.046700 -3.322485 -0.066 0.016 0.000
```
Positions in Å, forces in eV/Å.

**ΔE to the lowest compared entry with this formula, charge and spin**: 1.633 eV
**SMILES string**: O.O.O.O.O.O
**Energy**: -12479.481 eV
**HOMO**: -11.23 eV
**Gap between HOMO and LUMO**: 11.4 eV
**Total charge**: 0

=====

3.
C18H48BrF6N4O12S2V | ωB97M-V/def2-TZVPD

XYZ file:
```
92
Properties=species:S:1:pos:R:3:forces:R:3
Br 1.370073 0.582803 -2.427747 -1.034 -0.965 0.846
V -0.119951 -0.986784 -0.426919 3.346 3.916 -1.223
S 2.784160 -2.897541 0.104016 -0.729 -3.614 -1.369
S -0.811885 -3.543544 -2.935587 -0.693 -2.139 -0.644
F 1.815823 -3.430889 -3.540450 -0.868 -0.197 -1.487
F 4.207346 -1.862841 -1.900496 0.262 -0.039 0.017
F 0.487492 -2.195044 -4.819516 0.720 0.269 0.080
F 4.634303 -0.818436 -0.056330 -0.359 0.379 0.277
F 0.390263 -4.309086 -5.109927 1.282 0.062 0.430
F 5.431148 -2.765712 -0.337948 0.330 -0.514 -0.098
O 1.617467 -2.137005 -0.399979 0.999 -0.108 0.394
O -0.998185 -4.991306 -2.652686 0.727 3.158 -0.213
O -0.489984 -2.683737 -1.778406 -0.089 -0.261 0.066
O -5.101865 -3.415835 -0.856375 1.271 0.048 0.054
O 2.897497 -2.905095 1.557008 0.523 1.214 0.555
O -1.934187 -2.992434 -3.730405 0.375 0.159 0.475
O 3.806021 3.618751 0.331670 0.030 2.035 0.937
O -4.335427 1.126682 -3.051156 -0.410 0.597 -0.076
O 2.761666 -4.285203 -0.429191 0.751 3.165 0.619
O -1.481119 -0.286211 -0.923712 0.583 -0.784 1.143
O 0.656439 0.014192 0.653659 -2.671 -2.071 -1.399
O 1.014956 -0.741482 4.617394 -0.364 0.701 -0.155
N -3.207341 -0.871861 -4.919668 -0.156 1.882 1.787
N -5.068436 -1.825842 1.438519 0.692 0.294 -1.774
N 3.678729 6.264444 1.885757 -0.290 -2.316 0.582
N 3.594005 -2.031789 4.222934 0.242 1.449 0.647
C 4.392925 -2.008882 -0.602924 -1.830 -0.639 0.199
C -3.495543 1.642730 -4.071600 0.262 -2.329 -0.660
C -1.442050 0.765946 -5.548427 0.170 0.310 0.832
C -5.436848 1.999869 -2.699462 0.394 -0.902 -0.341
C 3.864717 3.717623 1.789677 -1.645 -3.377 -2.108
C 4.232745 4.942995 2.509003 1.856 2.038 0.031
C -0.238057 -0.056197 4.448672 -1.421 -0.693 0.103
C 2.132410 0.055006 4.270428 1.020 -0.800 -0.167
C -4.427905 -2.147609 -0.979665 -0.553 -0.524 1.098
C 4.720786 0.196170 4.268289 -0.004 -0.120 -0.374
C -4.202746 -4.548326 -1.093759 0.286 -0.180 0.067
C -5.031087 -1.164064 0.023872 -1.124 1.460 0.367
C 3.917029 4.911657 4.029953 0.195 0.848 -0.864
C -4.354718 0.231665 0.193873 -0.418 -0.345 -0.133
C 0.654233 -3.359827 -4.208689 -2.001 -0.308 1.941
C 3.512259 -0.567176 4.745848 -1.340 -0.718 -0.047
C 3.291220 2.349574 -0.121271 0.130 -0.319 0.417
C -2.493537 0.422428 -4.427339 0.442 1.433 -1.635
H 2.677287 6.188834 1.992940 -0.569 0.534 -0.240
H 2.878451 5.222718 4.142578 -0.435 -0.986 0.133
H -5.406113 -1.225279 2.177027 -0.458 0.284 0.016
H -5.622904 -2.659744 1.307071 -0.182 -0.692 0.306
H -4.100252 1.887202 -4.944900 -0.037 0.122 -0.263
H -3.431212 -4.471614 -1.859872 -0.078 1.129 -0.222
H 4.217576 3.967970 4.485171 -0.541 -0.029 -0.167
H 4.381559 5.692300 4.632365 0.746 0.073 -0.441
H 5.279600 5.019048 2.215071 0.374 0.524 0.863
H 2.928741 3.286443 2.144828 -0.262 0.029 0.325
H 4.777582 0.215267 3.179937 -0.142 0.189 -0.109
H -6.092740 -1.026563 -0.181242 -0.053 0.054 -0.095
H 4.675283 1.211317 4.662623 0.100 -0.032 -0.065
H 2.204839 0.122529 3.184938 -0.131 0.284 -0.299
H 4.498650 -2.453685 4.376930 0.424 -0.116 0.577
H -3.523071 0.242408 0.898387 0.234 -0.359 -0.175
H 3.925137 6.188935 0.909186 -0.042 0.446 -0.657
H 5.644062 -0.275459 4.604800 -0.010 0.087 0.220
H 3.545707 -0.636565 5.833129 -0.186 -0.185 -0.011
H -0.731804 0.053070 3.483077 1.570 0.195 -1.242
H -4.728690 -5.426858 -1.467474 -0.641 0.212 0.676
H -3.996979 0.651703 -0.746169 0.119 -0.398 -0.045
H -0.348455 0.923353 4.913868 0.641 -0.075 0.416
H 4.036408 7.092688 2.339832 0.203 0.290 0.031
H -5.121260 3.023172 -2.496128 0.250 -0.105 0.408
H 4.664526 3.015556 2.025291 0.005 -0.213 0.703
H -2.033149 0.125236 -3.485097 0.248 0.023 -0.105
H -1.806870 0.859730 -6.571269 -0.729 -0.066 0.151
H -6.178816 2.072950 -3.494589 0.000 -0.239 -0.209
H -3.651986 -4.740264 -0.172933 -0.187 -0.322 0.120
H -4.109996 -2.054138 1.660709 0.361 -0.492 0.252
H -2.984681 2.546895 -3.740526 0.476 -0.216 -0.019
H -2.773326 -1.607676 -4.380858 1.064 -1.419 0.307
H -3.397179 -2.099785 -0.628337 0.669 -0.909 -0.879
H -5.873007 1.472134 -1.851297 -0.195 0.600 0.081
H -1.049180 -0.694246 4.799498 0.519 -0.297 1.220
H 2.042639 1.047492 4.712050 0.130 0.158 0.037
H 3.420261 2.209461 -1.194501 0.401 0.496 0.163
H 3.842567 1.573933 0.410233 -0.049 -0.285 -0.106
H -4.129190 -0.831012 -4.509039 -0.851 -0.040 -0.557
H -0.614495 0.059857 -5.616960 -0.199 -0.321 0.422
H 3.513537 -2.071280 3.216916 -0.806 -0.159 -1.385
H 2.221955 2.208095 0.036082 -0.087 0.279 0.378
H -3.156158 -1.105630 -5.900910 -0.207 0.323 -0.306
H -5.068291 0.956130 0.586357 -0.258 -0.140 0.062
H 2.879872 -2.610803 4.641096 -0.417 -0.234 0.001
H -4.574411 -1.874272 -2.024620 0.475 0.791 0.245
H -0.946861 1.715672 -5.346203 -0.148 0.053 0.285
```
Positions in Å, forces in eV/Å.

**ΔE to the lowest compared entry with this formula, charge and spin**: 4.498 eV
**Energy**: -183662.949 eV
**HOMO**: -12.01 eV
**Gap between HOMO and LUMO**: 7.1 eV
**Total charge**: +2

=====

4.
C3H3NO2 | ωB97M-V/def2-TZVPD

XYZ file:
```
9
Properties=species:S:1:pos:R:3:forces:R:3
O 0.651014 -0.368059 1.692308 0.104 -0.048 -0.077
O 1.421630 0.356828 -1.176039 -0.517 0.027 -0.289
N -0.601800 -0.775402 -1.311847 -0.046 -0.049 0.664
C -0.827965 -0.724511 -0.080349 0.173 0.147 -0.307
C -0.562554 -0.196214 1.109566 -0.310 -0.033 0.156
C 0.236652 0.407675 -1.374860 0.548 0.236 -0.278
H -0.329690 1.339302 -1.523642 0.088 -0.004 -0.166
H -1.304236 0.342082 1.685759 0.042 -0.193 0.038
H 1.316948 -0.381700 0.979103 -0.083 -0.082 0.259
```
Positions in Å, forces in eV/Å.

**ΔE to the lowest compared entry with this formula, charge and spin**: 3.483 eV
**Energy**: -8741.648 eV
**HOMO**: -9.22 eV
**Gap between HOMO and LUMO**: 9.6 eV
**Total charge**: 0